1.
{
  "formula": "C4H8INO2",
  "method": "ωB97M-V/def2-TZVPD",
  "elements": ["C", "C", "C", "C", "N", "O", "O", "I", "H", "H", "H", "H", "H", "H", "H", "H"],
  "xyz": [[1.72493, 0.04697, -0.89177], [-1.29988, 0.09065, -1.10085], [-1.33995, 0.25884, 1.32671], [0.70523, 0.07456, 0.19508], [-0.58123, 0.51669, 0.09985], [2.96506, 0.29257, -0.36726], [1.60150, -0.09563, -2.08625], [1.04302, -2.48821, 0.33891], [-0.77569, 0.29307, -2.05277], [-1.34638, -1.06283, -0.95446], [-2.25523, 0.60661, -1.17301], [-0.66772, 0.36870, 2.16938], [-1.97741, 1.10485, 1.52960], [-1.77532, -0.73712, 1.33358], [1.17534, 0.32950, 1.09274], [2.80371, 0.40080, 0.54053]],
  "e_homo_ha": -0.3354,
  "orbital_gap_ev": 8.2655,
  "total_energy_ev": -17962.570
}

2.
{
  "formula": "C5H13N3O",
  "method": "ωB97M-V/def2-TZVPD",
  "elements": ["H", "N", "C", "N", "C", "C", "N", "C", "O", "C", "H", "H", "H", "H", "H", "H", "H", "H", "H", "H", "H", "H"],
  "xyz": [[0.29251, 2.29059, -0.60889], [-0.52416, 1.69172, -0.49272], [-0.10633, 0.49651, -0.20991], [1.24255, 0.22752, -0.10243], [1.89199, 0.62536, 1.14530], [2.06833, 0.44301, -1.28900], [-0.94317, -0.57588, 0.05138], [-0.48273, -1.95212, 0.01513], [-2.20316, -0.45252, -0.56857], [-3.10846, 0.03849, 0.41814], [1.29770, 0.30810, 2.00899], [2.87647, 0.15359, 1.23207], [2.02043, 1.71217, 1.19021], [1.57304, 0.04003, -2.17904], [3.02752, -0.07467, -1.18406], [2.26381, 1.50856, -1.44907], [0.32816, -2.11559, 0.73189], [-1.29612, -2.63382, 0.28820], [-0.13320, -2.22046, -0.98746], [-2.86161, 1.06506, 0.70423], [-4.11270, 0.03455, -0.01428], [-3.11097, -0.61025, 1.29983]],
  "smiles": "[H]/N=C(\\N(C)C)N(C)OC",
  "e_homo_ha": -0.3148,
  "orbital_gap_ev": 9.4237,
  "total_energy_ev": -11910.899
}

3.
{
  "formula": "C5H8N2",
  "method": "ωB97M-V/def2-TZVPD",
  "elements": ["C", "C", "C", "C", "N", "H", "H", "H", "H", "H", "C", "N", "H", "H", "H"],
  "xyz": [[1.75818, 0.53412, 0.17299], [1.50886, -0.79402, -0.08647], [0.30307, -1.21590, -0.67032], [-0.74190, -0.32226, -0.78785], [-1.52350, 0.30272, -1.51837], [2.63751, 0.82533, 0.72920], [1.35881, 1.31009, -0.46690], [2.18746, -1.55295, 0.28635], [0.08321, -2.26905, -0.78735], [-1.31466, 0.25299, -2.51371], [-1.01551, 0.30094, 1.16037], [-2.14119, 0.88680, 1.28030], [-0.73850, -0.43988, 1.91629], [0.02071, 0.77677, 0.85576], [-2.38254, 1.40429, 0.42968]],
  "smiles": "C=CC=C=N.C=N",
  "e_homo_ha": [-0.3099, -0.3099],
  "orbital_gap_ev": [8.2020, 8.2033],
  "total_energy_ev": -8290.251
}

4.
{
  "formula": "C27H45CrNO2P2",
  "method": "ωB97M-V/def2-TZVPD",
  "elements": ["Cr", "C", "C", "C", "C", "C", "C", "H", "H", "H", "C", "H", "H", "H", "C", "H", "H", "H", "C", "H", "H", "H", "C", "H", "H", "H", "C", "C", "C", "C", "C", "C", "C", "C", "H", "H", "H", "H", "H", "H", "H", "H", "H", "H", "H", "H", "P", "C", "C", "P", "C", "C", "C", "H", "H", "H", "H", "H", "H", "H", "H", "H", "H", "H", "H", "H", "H", "O", "C", "C", "C", "C", "O", "N", "H", "H", "H", "H"],
  "xyz": [[-0.38267, -2.11588, 0.57392], [-1.83679, -2.13912, 2.12736], [-1.46226, -3.49695, 1.85228], [0.46240, -2.38129, 2.54785], [-0.63548, -1.43443, 2.56212], [-0.05374, -3.63477, 2.09836], [-3.23496, -1.63866, 2.18216], [-3.84119, -2.15042, 1.42539], [-3.29803, -0.56977, 1.96690], [-3.71396, -1.80454, 3.15955], [-0.62335, -0.08355, 3.17332], [-1.11726, 0.66176, 2.53795], [0.40964, 0.28010, 3.30785], [-1.12189, -0.03931, 4.15900], [1.82886, -2.17864, 3.10505], [1.95366, -2.78802, 4.01279], [2.02722, -1.13036, 3.35875], [2.58336, -2.51991, 2.38447], [0.66192, -4.94494, 2.13116], [0.49454, -5.46857, 3.08483], [1.75118, -4.81018, 2.00520], [0.29343, -5.60739, 1.32626], [-2.38800, -4.63883, 1.58823], [-2.63433, -5.16947, 2.52307], [-1.91082, -5.36958, 0.91713], [-3.33053, -4.29811, 1.13061], [-0.74761, 3.24548, -0.20367], [-1.88472, 2.71091, 0.34929], [-2.43890, 1.29953, 0.21776], [-2.17056, 0.64188, -1.15445], [-0.99687, -0.24466, -1.44450], [0.47292, -0.05563, -1.13001], [0.73954, 1.21857, -0.34157], [0.30420, 2.52115, -0.97592], [-3.54873, 1.41101, 0.22380], [-2.24919, 1.51681, -1.86914], [-2.23110, 0.58002, 1.02546], [-0.01504, 2.34999, -2.01192], [-0.50262, 4.33437, -0.06357], [-2.58270, 3.42981, 0.81501], [1.18568, 3.18296, -0.95765], [0.22671, 1.16466, 0.62768], [0.98197, -0.86414, -0.52952], [1.78456, 1.31671, -0.02657], [-3.07260, 0.03798, -1.39428], [-1.28331, -1.27385, -1.78799], [-1.06682, 1.01773, -3.51624], [-1.00560, 2.82519, -3.97937], [-2.11069, 0.38723, -4.87276], [1.15955, -0.74535, -2.77028], [0.70175, 0.67636, -3.82888], [0.46602, -2.15707, -3.68484], [2.93908, -0.77718, -2.77978], [-0.07940, 3.33996, -3.66844], [-1.86070, 3.40111, -3.56960], [-1.02187, 2.84274, -5.07886], [-1.81195, 0.94267, -5.77405], [-3.16860, 0.59812, -4.64621], [-1.97789, -0.69306, -5.01268], [3.30637, -0.41429, -3.74336], [3.28609, -1.80574, -2.62997], [3.33509, -0.13955, -1.98120], [1.30284, 1.54502, -3.50529], [0.85106, 0.53726, -4.91723], [1.07585, -3.04625, -3.47058], [0.52774, -1.98015, -4.77531], [-0.58378, -2.39107, -3.44282], [2.40199, 4.16236, 0.42367], [2.60240, 3.57466, 1.49818], [3.39159, 4.23407, 2.61103], [3.25864, 3.26566, 3.76504], [2.47846, 2.09984, 3.16021], [2.19259, 1.11047, 3.85094], [2.17114, 2.31962, 1.84719], [4.44258, 4.33943, 2.30163], [2.98927, 5.22699, 2.84637], [4.24543, 2.93139, 4.12347], [2.70920, 3.71907, 4.61020]],
  "total_charge": 1,
  "e_homo_ha": [-0.3626, -0.3626],
  "orbital_gap_ev": [5.7427, 5.5077],
  "s_squared": 3.832,
  "total_energy_ev": -81299.880,
  "spin_multiplicity": 4
}

5.
{
  "formula": "C5H11O3",
  "method": "ωB97M-V/def2-TZVPD",
  "elements": ["C", "C", "C", "O", "H", "H", "H", "H", "H", "H", "H", "H", "C", "C", "O", "O", "H", "H", "H"],
  "xyz": [[1.22610, -1.48544, 0.37668], [1.77010, -0.13910, 0.85672], [-0.07429, -1.79749, 1.16048], [1.06440, -1.54908, -1.00590], [1.96265, -2.26321, 0.60549], [1.25758, 0.33489, 1.69433], [-0.64023, -2.57374, 0.69259], [0.27119, -2.06708, 2.16392], [-0.64230, -0.87112, 1.23873], [0.23392, -1.10556, -1.31624], [1.61465, 0.57859, 0.03792], [2.84301, 0.00655, 0.92294], [-2.10096, 2.16191, -0.87628], [-0.82071, 1.42472, -1.32306], [-0.92653, 0.16588, -1.29985], [0.16105, 2.09874, -1.68870], [-2.21385, 3.17349, -1.27946], [-2.04438, 2.37169, 0.19951], [-2.94141, 1.53536, -1.15983]],
  "total_charge": -1,
  "e_homo_ha": -0.1636,
  "orbital_gap_ev": 8.4490,
  "total_energy_ev": -11507.447
}

6.
{
  "formula": "CH2O2S",
  "method": "ωB97M-V/def2-TZVPD",
  "elements": ["C", "O", "O", "S", "H", "H"],
  "xyz": [[-0.53865, -0.36642, -0.51220], [-2.95557, -1.05576, 0.03539], [-2.48683, 1.39090, -0.13956], [-2.00776, 0.03181, 0.10121], [0.84125, 0.91892, 0.35390], [-0.13624, -1.37008, -0.39249]],
  "e_homo_ha": [-0.3889, -0.3889],
  "orbital_gap_ev": [8.4285, 8.4251],
  "total_energy_ev": -15992.625
}

7.
{
  "formula": "C3H11N2",
  "method": "ωB97M-V/def2-TZVPD",
  "elements": ["N", "H", "H", "H", "H", "N", "C", "C", "C", "H", "H", "H", "H", "H", "H", "H"],
  "xyz": [[-0.10076, 1.48715, 1.54834], [0.15968, 2.44200, 1.33408], [0.70937, 0.49702, 0.88955], [-0.21036, 1.37352, 2.54783], [-0.97999, 1.30850, 1.07305], [1.35172, -0.37771, 0.36830], [0.74164, -0.80364, -0.94500], [-1.67765, -0.21722, -1.21423], [-0.73098, -1.02611, -0.79115], [2.31948, -0.10434, 0.21609], [1.36127, -1.15560, 1.02048], [1.23728, -1.71364, -1.26892], [0.95991, 0.00072, -1.64657], [-2.72770, -0.45649, -1.10004], [-1.43673, 0.70504, -1.73769], [-0.97620, -1.95920, -0.29413]],
  "total_charge": 1,
  "e_homo_ha": -0.5314,
  "orbital_gap_ev": 11.3407,
  "total_energy_ev": -6263.042
}

8.
{
  "formula": "C5H7FS",
  "method": "ωB97M-V/def2-TZVPD",
  "elements": ["F", "C", "C", "C", "C", "S", "C", "H", "H", "H", "H", "H", "H", "H"],
  "xyz": [[1.91154, -1.10481, -0.10127], [1.18272, -0.05232, 0.35499], [0.93262, 1.06469, -0.65882], [-0.32178, 1.69095, -0.02208], [-1.10343, 0.62640, 0.55113], [-1.35006, -0.88783, -0.46410], [-0.17407, -0.47492, 0.85093], [1.78003, 0.34848, 1.24060], [0.74072, 0.64764, -1.65403], [1.78032, 1.74351, -0.77910], [0.01515, 2.16428, 0.87898], [-0.74511, 2.31555, -0.74638], [-1.99802, 0.81564, 1.15029], [-0.27238, -1.01541, 1.78972]],
  "smiles": "F[C@H]1CC[C@H]2S[C@@H]12",
  "e_homo_ha": -0.3266,
  "orbital_gap_ev": 9.7538,
  "total_energy_ev": -18850.487
}

What is the formula in the second record?
C5H13N3O